# 1
{"formula": "C48H40GeIN11O2ReS2", "method": "ωB97M-V with the def2-TZVPD basis set", "spin_multiplicity": 2, "relative_energy_kj_mol": 38.9, "orbital_gap_ev": [5.78, 6.07], "e_homo_ev": [-5.94, -6.25], "mol_weight_da": 1252.8, "s_squared": 0.849, "symbols": ["Re", "C", "N", "C", "C", "N", "C", "S", "C", "C", "C", "C", "C", "N", "H", "H", "H", "H", "H", "H", "H", "H", "H", "N", "C", "C", "C", "C", "C", "C", "S", "N", "C", "C", "C", "C", "C", "C", "N", "H", "H", "H", "H", "H", "H", "H", "H", "H", "N", "N", "N", "C", "N", "N", "H", "H", "H", "C", "Ge", "C", "C", "C", "C", "C", "C", "C", "C", "C", "C", "C", "C", "C", "C", "C", "C", "C", "C", "H", "H", "H", "H", "H", "H", "H", "H", "H", "H", "H", "H", "H", "H", "H", "I", "C", "C", "C", "C", "C", "C", "C", "O", "O", "H", "H", "H", "H"], "positions_angstrom": [[-0.17, 1.00, 0.37], [-5.41, -2.45, -0.13], [-4.18, -3.09, 0.30], [-3.99, -4.46, 0.45], [-2.72, -4.65, 0.81], [-2.13, -3.39, 0.89], [-3.03, -2.41, 0.59], [-2.85, -0.73, 0.61], [-0.74, -3.21, 1.21], [-0.28, -3.56, 2.46], [1.10, -3.49, 2.66], [1.91, -3.07, 1.63], [1.32, -2.70, 0.43], [0.01, -2.78, 0.22], [-6.16, -3.22, -0.30], [-5.24, -1.88, -1.04], [-5.76, -1.75, 0.64], [-4.78, -5.17, 0.27], [-2.16, -5.55, 1.00], [-0.96, -3.89, 3.23], [1.52, -3.76, 3.63], [2.98, -3.00, 1.75], [1.92, -2.34, -0.40], [-2.86, 3.48, 2.68], [-2.98, 3.11, 4.04], [-4.05, 3.56, 4.79], [-4.15, 3.23, 6.13], [-3.19, 2.42, 6.72], [-2.13, 1.95, 5.95], [-2.02, 2.30, 4.62], [-0.63, 1.74, 3.70], [-1.16, 1.96, 2.07], [-2.14, 2.77, 1.77], [-2.43, 2.89, 0.36], [-3.39, 3.76, -0.16], [-3.60, 3.84, -1.51], [-2.80, 3.03, -2.34], [-1.87, 2.21, -1.79], [-1.65, 2.09, -0.44], [-3.65, 3.98, 2.30], [-4.81, 4.19, 4.32], [-4.99, 3.60, 6.72], [-3.26, 2.16, 7.77], [-1.38, 1.31, 6.40], [-3.97, 4.40, 0.49], [-4.34, 4.51, -1.92], [-2.90, 3.06, -3.41], [-1.23, 1.60, -2.40], [4.21, 4.06, -1.17], [2.92, 4.07, -0.63], [2.62, 4.76, 0.44], [1.32, 4.47, 0.54], [0.90, 3.65, -0.43], [1.96, 3.42, -1.19], [4.84, 4.18, -0.38], [4.33, 3.14, -1.59], [0.70, 4.84, 1.34], [0.27, 0.18, -1.13], [0.75, -0.71, -2.76], [-0.07, 0.18, -4.29], [0.70, 0.91, -5.19], [0.10, 1.59, -6.25], [-1.28, 1.55, -6.41], [-2.06, 0.83, -5.51], [-1.46, 0.15, -4.46], [2.68, -0.58, -2.92], [3.40, 0.10, -1.92], [4.78, 0.20, -1.99], [5.47, -0.38, -3.05], [4.78, -1.04, -4.06], [3.39, -1.14, -3.99], [0.13, -2.55, -2.70], [-1.20, -2.79, -2.33], [-1.70, -4.08, -2.29], [-0.88, -5.16, -2.61], [0.44, -4.94, -2.95], [0.95, -3.64, -3.00], [1.77, 0.96, -5.08], [0.71, 2.15, -6.95], [-1.75, 2.08, -7.23], [-3.14, 0.80, -5.64], [-2.08, -0.41, -3.77], [2.86, 0.57, -1.10], [5.33, 0.72, -1.21], [6.56, -0.31, -3.10], [5.31, -1.49, -4.89], [2.86, -1.66, -4.78], [-1.84, -1.96, -2.03], [-2.73, -4.25, -1.99], [-1.28, -6.17, -2.58], [1.09, -5.78, -3.18], [1.99, -3.48, -3.26], [6.04, -1.49, 6.54], [4.83, -0.71, 5.02], [3.46, -0.91, 5.08], [2.67, -0.40, 4.05], [3.24, 0.31, 3.00], [4.61, 0.51, 2.98], [5.42, -0.01, 3.98], [2.38, 0.84, 1.88], [2.79, 1.75, 1.17], [1.22, 0.25, 1.77], [3.01, -1.45, 5.91], [1.59, -0.55, 4.06], [5.03, 1.09, 2.16], [6.49, 0.13, 3.95]], "mulliken_spin": [0.95, 0.00, 0.00, 0.00, 0.00, 0.00, 0.01, 0.01, 0.01, 0.00, 0.00, 0.00, 0.00, -0.01, 0.00, 0.00, 0.00, 0.00, 0.00, 0.00, 0.00, 0.00, 0.00, 0.01, 0.00, 0.00, 0.00, 0.00, 0.00, 0.00, 0.00, -0.02, -0.02, 0.13, -0.01, 0.05, 0.00, 0.06, -0.02, 0.00, 0.00, 0.00, 0.00, 0.00, 0.01, 0.00, 0.00, -0.02, 0.00, 0.00, 0.00, 0.01, 0.01, 0.01, 0.00, 0.00, 0.00, -0.23, 0.00, -0.01, 0.00, 0.00, 0.00, 0.00, 0.01, 0.01, -0.03, 0.00, 0.00, 0.00, 0.00, 0.00, 0.00, 0.00, 0.00, 0.00, 0.00, 0.00, 0.00, 0.00, 0.00, 0.00, 0.01, 0.00, 0.00, 0.00, 0.00, 0.00, 0.00, 0.00, 0.00, 0.00, 0.00, 0.00, 0.00, 0.00, 0.00, 0.00, 0.00, 0.03, 0.01, 0.04, 0.00, 0.00, 0.00, 0.00]}



# 2
{"formula": "C37H65Cl13I2N2O8P", "method": "ωB97M-V with the def2-TZVPD basis set", "relative_energy_kj_mol": 1787.4, "orbital_gap_ev": 6.28, "e_homo_ev": -11.68, "charge": 1, "mol_weight_da": 1411.6, "symbols": ["C", "C", "C", "O", "C", "C", "C", "N", "C", "C", "O", "O", "C", "I", "C", "C", "I", "C", "C", "C", "C", "C", "C", "O", "C", "C", "O", "C", "C", "O", "C", "C", "O", "C", "C", "N", "P", "O", "Cl", "H", "H", "H", "H", "H", "H", "H", "H", "H", "H", "H", "H", "H", "H", "H", "H", "H", "H", "H", "H", "H", "H", "H", "H", "H", "H", "H", "H", "H", "H", "H", "H", "H", "H", "H", "H", "H", "H", "H", "H", "H", "Cl", "C", "C", "Cl", "H", "H", "H", "H", "Cl", "C", "C", "Cl", "H", "H", "H", "H", "Cl", "C", "C", "Cl", "H", "H", "H", "H", "Cl", "C", "C", "Cl", "H", "H", "H", "H", "Cl", "C", "C", "Cl", "H", "H", "H", "H", "Cl", "C", "C", "Cl", "H", "H", "H", "H"], "positions_angstrom": [[0.86, -2.64, 4.63], [1.32, -1.32, 3.71], [2.81, -1.63, 3.12], [3.25, -0.68, 2.08], [3.16, -1.28, 0.73], [1.55, -1.22, 0.31], [0.72, -2.63, 0.45], [1.33, -3.92, 0.94], [-0.90, -2.62, 0.01], [-1.69, -4.04, 0.19], [-2.92, -4.00, 0.79], [-1.20, -5.37, -0.17], [-1.50, -5.73, -1.56], [-0.19, -4.63, -2.99], [-3.09, -5.67, -1.97], [-3.22, -6.45, -3.44], [-4.34, -6.89, -0.58], [-1.52, -1.21, -0.56], [-3.08, -1.20, -1.04], [-4.08, -0.24, -0.16], [-3.98, -0.44, 1.46], [-4.46, 1.02, 2.13], [-3.72, 1.15, 3.59], [-4.54, 0.40, 4.56], [-3.68, -0.50, 5.34], [-4.00, -2.12, 5.26], [-2.69, -0.09, 6.13], [-0.57, 0.17, -0.63], [-1.24, 1.57, -1.15], [-1.97, 1.48, -2.43], [-1.07, 1.33, -3.58], [-2.04, 0.79, -4.83], [-3.34, 1.46, -4.65], [-4.47, 0.52, -4.68], [-5.70, 0.99, -3.65], [0.90, 0.09, -0.19], [2.02, 1.51, -0.21], [2.03, 2.18, -1.85], [1.21, 2.94, 1.15], [0.66, -2.28, 5.74], [-0.13, -3.12, 4.19], [1.68, -3.48, 4.59], [1.36, -0.38, 4.42], [0.49, -1.15, 2.89], [3.56, -1.55, 4.04], [2.85, -2.75, 2.77], [3.85, -0.72, -0.06], [3.52, -2.41, 0.71], [1.46, -4.59, 0.13], [0.76, -4.38, 1.68], [-1.17, -6.87, -1.69], [-3.47, -4.56, -2.03], [-2.64, -7.48, -3.27], [-2.66, -5.90, -4.30], [-4.32, -6.74, -3.70], [-3.59, -2.28, -1.05], [-3.17, -0.82, -2.17], [-3.95, 0.86, -0.54], [-5.19, -0.55, -0.47], [-2.88, -0.65, 1.83], [-4.64, -1.35, 1.86], [-3.98, 1.86, 1.44], [-5.63, 1.08, 2.17], [-3.67, 2.29, 3.87], [-2.63, 0.71, 3.55], [-3.22, -2.60, 4.54], [-4.00, -2.62, 6.34], [-5.08, -2.24, 4.82], [-0.50, 2.47, -1.24], [-2.03, 1.89, -0.33], [-0.64, 2.40, -3.83], [-0.15, 0.63, -3.39], [-1.59, 1.03, -5.88], [-2.07, -0.38, -4.72], [-4.95, 0.60, -5.77], [-4.21, -0.58, -4.37], [-5.58, 2.09, -3.28], [-6.73, 0.90, -4.24], [-5.71, 0.21, -2.74], [2.89, 1.89, -2.30], [5.52, 6.00, -4.93], [4.21, 5.53, -3.82], [4.72, 4.76, -2.62], [5.32, 3.14, -3.06], [3.48, 4.95, -4.39], [3.72, 6.45, -3.50], [3.90, 4.61, -1.90], [5.52, 5.30, -2.11], [10.80, 2.36, -5.90], [9.25, 2.20, -5.02], [8.68, 3.56, -4.62], [9.66, 4.35, -3.36], [9.42, 1.56, -4.15], [8.56, 1.69, -5.70], [7.68, 3.43, -4.21], [8.62, 4.23, -5.48], [3.64, 5.24, 6.29], [3.34, 4.86, 4.57], [2.40, 3.68, 4.40], [3.14, 2.15, 4.91], [4.30, 4.68, 4.09], [2.90, 5.76, 4.13], [2.13, 3.57, 3.34], [1.47, 3.82, 4.97], [-0.01, 3.51, 7.17], [0.73, 4.28, 8.60], [-0.30, 5.00, 9.46], [-0.96, 6.44, 8.65], [1.51, 4.96, 8.25], [1.20, 3.48, 9.18], [0.16, 5.34, 10.39], [-1.14, 4.34, 9.72], [2.54, 6.11, -7.11], [3.99, 6.15, -8.14], [3.70, 5.69, -9.56], [3.33, 3.95, -9.64], [4.76, 5.53, -7.66], [4.35, 7.18, -8.15], [4.58, 5.86, -10.19], [2.86, 6.24, -10.00], [-5.75, -10.00, 1.32], [-4.38, -9.52, 2.36], [-3.56, -10.72, 2.80], [-4.45, -11.76, 3.95], [-4.78, -8.96, 3.21], [-3.76, -8.84, 1.77], [-2.66, -10.38, 3.32], [-3.25, -11.33, 1.95]], "mulliken_charge": [-0.87, 0.60, -0.68, -0.26, -0.91, 0.22, -0.28, -0.35, 1.01, -0.34, -0.40, -0.24, -0.53, 0.09, -0.14, -0.94, 0.24, 0.07, 0.20, -0.86, 0.23, -0.53, -0.25, -0.35, 0.65, -0.69, -0.52, 0.38, -0.78, -0.08, -0.18, -0.55, -0.36, -0.21, -0.60, 0.60, 0.37, -0.39, -0.35, 0.28, 0.09, 0.33, 0.36, -0.47, 0.28, 0.27, 0.38, 0.38, 0.31, 0.34, 0.48, 0.07, 0.31, 0.29, 0.35, 0.15, -0.34, 0.26, 0.36, -0.29, 0.28, 0.24, 0.29, 0.30, 0.16, 0.08, 0.33, 0.29, 0.44, -0.04, 0.24, 0.23, 0.34, 0.22, 0.35, 0.15, 0.22, 0.32, -0.02, 0.28, -0.17, -0.46, -0.34, -0.32, 0.25, 0.36, 0.26, 0.39, -0.18, -0.42, 0.20, -0.18, 0.32, 0.29, -0.30, 0.29, -0.19, -0.52, 0.71, -0.18, 0.35, 0.32, -0.48, 0.08, -0.15, -0.36, -0.43, -0.19, 0.20, 0.32, 0.31, 0.31, -0.19, -0.39, -0.44, -0.19, 0.26, 0.32, 0.31, 0.32, -0.18, -0.13, -0.46, -0.17, 0.31, -0.02, 0.29, 0.32]}



# 3
{"formula": "C34H35AsO6OsSSi", "method": "ωB97M-V with the def2-TZVPD basis set", "spin_multiplicity": 5, "orbital_gap_ev": [4.87, 6.90], "e_homo_ev": [-0.36, -2.39], "charge": -2, "mol_weight_da": 865.0, "s_squared": 6.018, "symbols": ["Os", "O", "As", "O", "O", "C", "C", "C", "C", "C", "C", "S", "O", "O", "O", "H", "H", "H", "H", "H", "C", "Si", "C", "C", "C", "C", "C", "C", "C", "H", "H", "H", "H", "H", "H", "H", "H", "H", "H", "H", "C", "C", "C", "C", "C", "C", "C", "C", "C", "C", "H", "H", "H", "H", "H", "H", "H", "C", "C", "C", "C", "C", "C", "C", "C", "C", "C", "H", "H", "H", "H", "H", "H", "H", "H", "H", "H", "H", "H"], "positions_angstrom": [[-0.17, -0.59, 0.41], [0.03, -1.73, 4.31], [-0.53, -0.10, 3.94], [0.01, 0.91, 5.10], [-0.08, 0.28, 2.37], [-2.47, -0.26, 4.16], [-2.97, 0.46, 5.24], [-4.31, 0.40, 5.57], [-5.17, -0.40, 4.83], [-4.69, -1.12, 3.76], [-3.34, -1.05, 3.41], [-2.81, -1.92, 1.94], [-3.89, -2.83, 1.60], [-1.56, -2.59, 2.29], [-2.60, -0.83, 0.98], [-0.38, -2.29, 3.62], [-2.27, 1.07, 5.80], [-4.69, 0.97, 6.41], [-6.23, -0.46, 5.09], [-5.33, -1.75, 3.16], [-2.10, 2.65, 0.12], [-0.45, 1.86, -0.38], [-0.18, 2.29, -2.21], [0.87, 2.98, 0.44], [0.91, 4.34, 0.11], [1.86, 5.20, 0.64], [2.81, 4.71, 1.53], [2.79, 3.37, 1.88], [1.83, 2.52, 1.35], [-2.22, 3.66, -0.29], [-2.15, 2.72, 1.21], [-2.95, 2.04, -0.21], [-0.29, 3.37, -2.36], [-0.87, 1.79, -2.89], [0.83, 2.01, -2.52], [0.18, 4.74, -0.58], [1.86, 6.25, 0.36], [3.56, 5.38, 1.95], [3.51, 2.98, 2.59], [1.81, 1.48, 1.66], [5.34, -0.42, -0.91], [4.15, 0.29, -1.18], [2.97, -0.12, -0.64], [2.88, -1.26, 0.21], [1.64, -1.68, 0.77], [1.65, -2.82, 1.54], [2.84, -3.53, 1.81], [4.04, -3.12, 1.29], [4.08, -1.97, 0.47], [5.30, -1.53, -0.11], [6.28, -0.09, -1.34], [4.18, 1.17, -1.81], [2.05, 0.43, -0.84], [0.72, -3.20, 1.95], [2.80, -4.42, 2.44], [4.95, -3.66, 1.50], [6.21, -2.08, 0.11], [-1.88, -2.90, -2.79], [-1.38, -1.47, -2.49], [-2.62, -0.61, -2.19], [-0.44, -1.56, -1.30], [-0.69, -0.95, -3.76], [-1.40, -0.77, -4.95], [-0.79, -0.32, -6.11], [0.57, -0.05, -6.12], [1.30, -0.23, -4.95], [0.68, -0.67, -3.79], [-2.38, -3.29, -1.91], [-1.03, -3.55, -3.03], [-2.57, -2.92, -3.64], [-3.14, -1.02, -1.32], [-3.31, -0.60, -3.04], [-2.35, 0.41, -1.96], [0.32, -2.32, -1.50], [-2.47, -0.98, -4.97], [-1.37, -0.18, -7.01], [1.06, 0.31, -7.02], [2.36, -0.01, -4.93], [1.25, -0.79, -2.88]], "mulliken_spin": [2.49, 0.00, -0.02, 0.00, 0.00, 0.01, 0.00, 0.00, 0.00, 0.00, 0.00, 0.03, 0.00, 0.01, 0.08, 0.00, 0.00, 0.00, 0.00, 0.00, 0.04, 0.29, 0.02, -0.05, 0.00, 0.00, 0.00, 0.01, 0.00, 0.00, 0.00, 0.01, 0.00, 0.00, 0.00, 0.00, 0.00, 0.00, 0.00, 0.02, 0.00, 0.02, 0.17, -0.26, 0.43, -0.11, -0.01, 0.03, 0.01, 0.00, 0.00, 0.00, 0.02, 0.03, 0.00, 0.00, 0.00, 0.03, -0.16, 0.12, 0.74, 0.01, 0.00, 0.00, 0.00, 0.00, 0.04, 0.00, 0.00, 0.01, -0.02, 0.00, -0.02, 0.04, 0.00, 0.00, 0.00, 0.00, -0.06]}



# 4
{"formula": "CH2N2O3S", "method": "ωB97M-V with the def2-TZVPD basis set", "relative_energy_kj_mol": 436.5, "orbital_gap_ev": [9.60, 6.72], "e_homo_ev": [-10.58, -8.79], "mol_weight_da": 122.1, "symbols": ["C", "N", "N", "O", "O", "O", "S", "H", "H"], "positions_angstrom": [[0.46, 0.16, -0.33], [-0.66, 0.78, 0.43], [-0.55, 1.92, 0.87], [0.29, 2.81, 0.72], [-0.77, -3.37, 0.15], [0.52, -1.24, -0.11], [-0.93, -1.98, -0.34], [0.15, 0.56, -1.39], [1.49, 0.36, -0.01]], "mulliken_charge": [-0.19, -0.10, 0.20, -0.35, -0.43, -0.25, 0.47, 0.30, 0.35]}